one.
# C5H6NO

C5H6NO as an isolated structure (the ωB97M-V functional and the def2-TZVPD basis, the Open Molecules 2025 dataset).

XYZ file:
```
13
Properties=species:S:1:pos:R:3:nbo_charge:R:1
O 2.4476 1.0853 0.0055 -0.4071
N 2.6131 -1.1330 -0.1848 -0.4569
C 3.1613 -0.0433 0.2304 0.7010
C 0.1295 1.7080 0.2126 -0.7677
C 0.1432 -1.6510 -0.2859 -0.7298
C 1.3598 -0.8310 -0.2188 0.3444
C 1.1883 0.7482 0.0414 0.5167
H 0.2320 2.5093 -0.6320 0.3264
H -0.8615 1.2518 0.5138 0.2952
H 0.3305 2.3143 1.1373 0.3174
H -0.2387 -1.6899 -1.2688 0.2970
H -0.6031 -1.3781 0.4467 0.2661
H 0.3073 -2.8215 -0.2967 0.2973
```

The value obtained for the orbital gap (alpha / beta) is 0.311 / 0.274 Eh. The HOMO energy (alpha / beta) is -16.067 / -14.731 eV. Its net charge is +1.

two.
# C5H6NO

An isolated ion of composition C5H6NO and charge +1 (the ωB97M-V functional and the def2-TZVPD basis, the Open Molecules 2025 dataset).

XYZ file:
```
13
Properties=species:S:1:pos:R:3:nbo_charge:R:1
O -1.9923 0.9869 0.2252 -0.4638
N 0.4813 -0.0375 0.3389 -0.1404
C -1.8989 -0.1840 0.0649 0.4446
C 1.8324 -0.3925 0.5228 -0.0204
C -0.5441 -0.8848 -0.1708 -0.3682
C 0.7070 1.3012 -0.1798 -0.2561
C 1.9867 0.5836 -0.3518 0.2657
H -0.5029 -1.8592 0.3234 0.2637
H 0.1414 1.6041 -1.0598 0.2732
H -2.7476 -0.8821 0.0349 0.1595
H 2.2909 -1.2694 0.9292 0.2890
H -0.4830 -1.0466 -1.2571 0.2649
H 0.7289 2.0804 0.5799 0.2883
```

The value obtained for the orbital gap is 0.319 Eh. The HOMO energy is -14.939 eV. Its structure (SMILES) is O=CC[N@@+]12C=C1C2. Its net charge is +1.

Most stable to least stable, the ends of the list are two and one.

one.
# C36H72O27

A 9-piece molecular cluster, C36H72O27 overall (the ωB97M-V functional and the def2-TZVPD basis, the Open Molecules 2025 dataset).

XYZ file:
```
135
Properties=species:S:1:pos:R:3:mulliken_charge:R:1
O -1.1187 -2.3022 3.2300 -0.2773
O -4.5442 0.1683 -1.8556 0.2462
O 0.0547 -3.6075 1.7776 -0.6339
O -6.2417 3.3795 3.8971 -0.3384
O 1.1352 -2.9725 -3.3893 -0.1407
O 0.3958 -1.0230 -3.0622 -0.0988
O 7.4130 -4.4419 0.8553 -0.3532
O 1.1673 4.4852 -2.2560 -0.3996
O 7.7928 -2.4026 1.8390 -0.5885
O 3.9856 -0.7195 -4.3163 -0.3674
O -4.0278 1.9075 -3.3476 -0.6654
O -0.2081 0.5695 6.9165 -0.6397
O -2.0184 1.2208 5.6655 -0.0737
O 4.5618 -2.7918 -4.2977 -0.3616
O -0.5665 2.6781 5.9423 -0.2622
O 8.2961 -4.4775 2.8466 -0.3031
O -7.6458 1.6541 3.3248 -0.5410
O 0.4273 0.8851 2.3242 -0.1114
O -1.1229 -2.6813 -3.0667 -0.6240
O 1.8726 -0.1652 1.0950 -0.4704
O 1.3726 2.7148 -3.6737 -0.5816
O 0.1171 4.6374 -4.0374 -0.4115
O 4.9829 -1.4630 -2.4344 -0.5910
O -2.0844 -3.0598 1.4478 -0.2778
O 0.6833 1.4229 0.1364 -0.1492
O -5.2956 1.3731 3.2129 -0.0441
O -3.1675 1.6643 -1.2376 0.1342
C 5.0818 -3.9631 -3.6962 -0.2309
C 4.7869 1.5691 -4.2787 -1.4420
C 1.1250 -4.3926 -3.2919 -0.7641
C 5.1440 -3.6167 0.1555 -0.6615
C 0.7200 3.1647 6.3645 -0.3467
C -0.4106 4.2130 -5.2987 -0.1501
C -1.8996 1.0565 1.9970 0.1376
C -6.5179 2.0887 3.4885 0.6077
C -0.9610 -3.0438 2.1162 0.8213
C -5.3816 0.0225 2.7656 -0.7378
C -6.7457 0.3432 -2.9682 -1.3218
C 7.8346 -3.6566 1.9215 0.7158
C -3.4812 -3.0213 -0.5326 -0.8379
C 2.5827 -0.5588 -0.0938 0.2669
C 1.6700 3.2469 5.2206 -0.9105
C 4.5660 -1.6342 -3.5990 0.8643
C -1.0284 0.5819 -4.2984 -1.0757
C -0.6751 1.7026 2.5396 -0.1090
C 6.6396 -3.8503 -0.1848 -0.2959
C 8.8008 -3.9634 4.0760 -0.6295
C 1.9427 3.8681 -1.2159 -0.3736
C -2.3696 2.8671 -1.2790 -0.3581
C -0.8301 1.4177 6.2400 0.7630
C -5.4977 -0.4360 -2.7424 -0.3018
C 0.0018 -2.2531 -3.2179 0.7399
C -5.6534 -0.0457 1.2884 -0.4019
C -0.0728 -2.0928 4.1743 -0.7084
C -1.9130 4.0684 -5.3020 -1.0624
C 0.8914 3.8437 -3.3381 0.8897
C 1.0072 0.8141 1.1111 0.2507
C -4.9126 3.8132 4.1889 -0.3509
C -3.8836 1.2799 -2.2834 0.2307
C -2.0890 -3.4316 0.0761 0.1839
C 3.7085 0.5864 -3.8230 1.3009
C -0.4670 0.1192 -2.9313 0.7769
C -2.7221 0.0140 5.7882 -0.0928
H 6.9626 -2.9540 -0.7142 0.3339
H 0.3813 -4.9424 -2.7151 0.3463
H -0.0084 0.9098 -2.3375 -0.3349
H 4.5396 -3.4442 -0.7350 -0.0758
H -1.7401 -0.1738 -4.6310 0.4318
H -0.5949 2.7260 2.1731 0.2974
H 1.9116 -0.7609 -0.9286 -0.1853
H -1.3725 2.7789 -0.8474 0.0271
H 2.0842 2.2409 5.1528 0.2821
H 2.2904 2.8485 -1.3816 0.0674
H -2.1425 -0.7851 5.3262 -0.1422
H -3.6506 0.1229 5.2279 -0.0970
H 9.0164 -4.8058 4.7333 0.2190
H -5.8274 -1.3758 -2.2994 0.2948
H 3.1246 -1.4901 0.0705 -0.2561
H -6.1963 -0.9736 1.1085 0.3376
H -1.6826 0.8818 0.9432 -0.1206
H -2.3226 3.6444 -4.3852 0.0988
H -0.0005 4.8367 -6.0931 0.3972
H 4.7439 -4.8441 -4.2418 0.3194
H 2.7635 1.0021 -4.1727 -0.2056
H -7.4038 -0.1294 -3.6974 0.4171
H 1.1019 -4.9063 -4.2530 0.3023
H -4.5312 -0.5908 3.0637 0.2315
H 4.6829 -4.4816 0.6322 0.3864
H -1.3323 -0.1537 -2.3272 0.0799
H -2.8767 -0.3093 6.8176 0.4105
H 0.7071 -1.4094 3.8383 0.1604
H 2.7651 4.5071 -0.8942 0.4109
H 5.7277 1.0356 -4.4141 0.4061
H -6.5351 1.3515 -3.3248 0.2934
H 1.2295 2.5531 7.1091 0.3034
H 8.1817 -3.2008 4.5487 0.2982
H 4.9176 2.3131 -3.4929 0.3259
H -1.7919 -4.4772 -0.0041 0.3811
H -4.9083 4.6565 4.8795 0.3330
H -6.1844 -0.5040 3.2817 0.5962
H -2.2014 3.4893 -6.1792 0.3573
H -3.3193 -2.8490 -1.5966 0.2857
H -4.4457 3.0223 4.7760 0.0646
H -0.8241 1.7649 3.6176 -0.2919
H -0.1839 0.6265 -4.9860 0.4046
H -2.2773 3.3389 -2.2572 0.0539
H 0.3333 -3.0643 4.4559 0.3822
H 3.6057 0.5967 -2.7379 -0.3276
H 9.7143 -3.4499 3.7759 0.3096
H -7.3532 0.3903 -2.0644 0.2933
H -1.3431 -2.8466 -0.4619 -0.3052
H -2.8296 3.5629 -0.5773 0.3793
H -4.2393 4.0890 3.3773 0.2097
H 4.5141 2.0051 -5.2397 0.3384
H -2.2441 0.1548 2.5034 -0.1943
H -0.4009 -1.6348 5.1074 0.2745
H 1.0841 3.4987 4.3366 0.1074
H 1.2669 3.7332 -0.3714 0.1429
H -3.8254 -2.1108 -0.0422 0.0252
H 2.1090 -4.6564 -2.9042 0.2122
H 6.1692 -3.9206 -3.6331 0.3155
H 4.6966 -4.0050 -2.6774 -0.1936
H 6.7697 -4.5682 -0.9946 0.2744
H 2.4122 4.0448 5.2460 0.4223
H -4.7617 0.0780 0.6739 -0.2493
H -6.3202 0.7869 1.0641 0.3624
H -2.7169 1.7595 2.1579 0.2911
H -1.5884 1.5169 -4.2834 -0.1281
H -2.4654 5.0059 -5.3656 0.3577
H 4.9410 -2.7679 0.8086 0.3254
H 3.1422 0.3584 -0.2774 0.3586
H -5.0856 -0.6093 -3.7365 0.3297
H -4.2384 -3.8052 -0.5479 0.4660
H 0.1019 3.2806 -5.5355 0.1431
H 0.5665 4.1131 6.8793 0.3711
```

The value obtained for the orbital gap is 0.401 Eh. The HOMO energy is -10.498 eV. Its structure (SMILES) is CCOC(=O)OC.CCOC(=O)OC.CCOC(=O)OC.CCOC(=O)OC.CCOC(=O)OC.CCOC(=O)OC.CCOC(=O)OC.CCOC(=O)OC.CCOC(=O)OC. Its net charge is 0.

two.
# C36H72O27

A 9-piece molecular cluster, C36H72O27 overall (the ωB97M-V functional and the def2-TZVPD basis, the Open Molecules 2025 dataset).

XYZ file:
```
135
Properties=species:S:1:pos:R:3:mulliken_charge:R:1
O 0.9825 0.5836 0.1556 -0.6212
O 0.9711 0.7076 7.9895 -0.3288
O 0.7053 4.3728 -4.2373 -0.5975
O 1.5906 0.8534 5.8640 -0.2102
O 3.0452 -3.6333 -4.6209 -0.5656
O -3.9374 -0.7535 -2.4640 -0.1651
O 0.1725 -6.8194 -7.3434 -0.2743
O -1.1854 -4.9892 -7.4641 -0.5089
O 5.0368 -3.4807 -3.6090 -0.3611
O 0.4221 5.9327 3.9447 -0.1259
O 1.0372 2.8000 6.8831 -0.5660
O -1.5215 -0.2834 4.4342 -0.4837
O -0.3612 7.4931 2.9730 -0.1938
O -0.7809 -0.5841 -0.7284 -0.1317
O 1.7213 6.0782 -5.2081 -0.3286
O 0.2678 7.8581 5.0837 -0.6010
O -0.1801 -6.3736 3.4928 -0.2628
O 0.2533 -4.3407 2.9340 -0.3143
O -1.2099 1.1236 0.6748 0.0043
O -0.1223 -5.4628 -5.4816 -0.1819
O 4.5411 -5.2984 -4.6335 -0.3736
O -4.2220 1.0556 -3.8540 -0.5616
O 1.6371 6.2320 -3.1176 -0.3411
O -2.4249 -0.3679 -4.0487 -0.1592
O -0.5170 -5.6638 1.2856 -0.5904
O -3.5976 -1.2087 4.3583 -0.4085
O -2.4304 -1.8553 5.9868 -0.3674
C 1.2841 5.4963 -4.2011 0.7899
C 1.4600 5.3654 4.7113 -0.5352
C -3.5781 0.1159 -3.4619 0.6018
C 0.1928 -3.1075 2.2143 -0.4938
C -5.2599 -0.6010 -1.9400 -0.7237
C 1.2379 1.5641 6.9002 0.7282
C 0.1673 6.3517 -1.1148 -1.0854
C 1.3254 5.6619 -6.5601 -0.6309
C -0.4690 -7.7906 3.2015 -0.2542
C 0.3443 1.2130 9.1406 -0.6987
C 3.7724 -1.8450 -2.4147 -0.9150
C -0.9298 2.2748 1.4883 0.6592
C 0.2299 7.1706 4.0882 0.6100
C 1.7825 1.3412 4.5736 0.7433
C -0.1754 -5.4687 2.4479 0.6834
C -0.9351 1.7365 -4.5264 -0.7797
C 0.1669 -4.2811 -3.4994 -0.0656
C 0.0098 3.3607 0.9374 -1.3711
C -0.0448 -1.4603 -1.4797 -0.8622
C -3.9293 -0.7843 3.0183 -0.1043
C 2.5274 0.3183 3.7943 -1.1117
C -0.5230 -5.7398 -6.8300 0.5593
C -1.6789 8.8588 1.4337 -0.4871
C -1.6701 0.5160 -4.9716 -0.4999
C -0.0361 -8.5889 4.4379 -1.1019
C 3.7259 -6.1800 -5.4375 -0.5739
C -0.9540 8.7947 2.7757 -0.4501
C 4.9207 -2.1134 -3.4184 -0.3156
C -2.4103 -1.0565 4.9390 0.7257
C 1.3726 5.8166 -1.7698 -0.1642
C -1.2938 -1.7674 6.8596 -0.4944
C -4.0965 0.7137 2.7209 -0.8953
C -0.5893 -4.2853 -4.8483 -0.3863
C -0.2258 0.3985 -0.0084 0.4756
C 4.1057 -4.1207 -4.3503 0.8360
C 0.0751 -7.2277 -8.6494 -0.6779
H -1.0877 8.2102 0.7873 -0.1866
H 4.6900 -1.6853 -4.3939 0.3025
H -0.2499 3.9424 0.0529 0.2102
H 2.2923 2.3021 4.5036 0.1489
H 2.1592 6.3456 -1.2316 0.1633
H 0.8465 1.4415 4.0241 -0.3902
H -1.5753 -2.3470 7.7388 0.2422
H -5.4160 0.4214 -1.5957 0.2950
H 5.8347 -1.7712 -2.9330 0.2809
H 0.4040 -1.1161 -2.4115 0.2912
H -0.1859 -2.2576 2.7821 0.1437
H 3.6524 -0.8138 -2.0825 0.4511
H -1.6491 -4.3315 -4.5979 0.3608
H -1.8558 2.8037 1.7137 0.2645
H 2.4234 5.8753 4.7019 0.3797
H -0.0529 -6.4155 -9.3649 0.3234
H 3.6083 0.4338 3.7142 0.3597
H -2.7113 8.5288 1.5495 0.2902
H 0.9989 -7.8024 -8.7173 0.2112
H -0.5611 -3.2281 1.4363 0.3467
H 1.9939 6.2765 -7.1631 0.2184
H 0.6645 0.5574 9.9504 0.2691
H -1.4984 -7.8609 2.8502 0.3353
H 0.8434 -3.4353 -3.3766 -0.4492
H -0.4948 -3.3850 -5.4556 0.3216
H -0.4865 -4.2733 -2.6269 0.2255
H 2.4240 -0.6970 4.1771 0.2884
H -0.5245 -2.4388 -1.5006 0.1150
H 0.1309 6.4129 -0.0271 0.1832
H 0.0919 -8.2727 2.4007 0.2846
H -0.7480 5.8699 -1.4584 0.3159
H -2.3203 0.7575 -5.8124 0.3630
H -0.7566 -7.9320 -8.6301 0.3052
H -0.3457 1.4887 -3.6435 0.1654
H -3.8462 0.9759 1.6930 0.1935
H 2.2083 0.4275 2.7578 0.1686
H 4.0039 -2.2502 -1.4297 0.3355
H 4.2914 -7.1090 -5.3658 0.2638
H 0.6042 2.2062 9.5068 0.3106
H -0.7971 -8.6474 5.2161 0.2912
H -0.2987 9.6224 3.0470 0.4184
H 0.9044 -8.2634 4.8824 0.2846
H -5.1090 1.0947 2.8542 0.4106
H -1.6490 2.4740 -4.1599 0.3203
H 3.7247 -5.7996 -6.4590 0.3039
H 2.8270 -2.1191 -2.8829 0.0803
H 0.9660 2.9037 0.6827 0.3636
H -0.3598 2.2052 -5.3248 0.3714
H -6.0044 -0.7234 -2.7267 0.3311
H 1.2391 5.1706 5.7608 0.3729
H -0.4063 -2.1788 6.3788 0.2675
H -0.9523 -0.2288 -5.3152 0.2692
H 0.0986 -9.5981 4.0486 0.3600
H -3.2180 -1.1670 2.2864 0.1598
H -3.4690 1.3460 3.3490 0.2294
H 0.2701 5.8575 -6.7501 0.3014
H -5.4134 -1.3797 -1.1930 0.2213
H 1.7625 4.4444 4.2129 -0.0681
H 1.5126 4.7366 -1.7248 0.4133
H -1.1009 -0.7320 7.1403 0.1945
H -1.6124 9.8381 0.9597 0.3378
H -0.5057 1.8615 2.4034 -0.3297
H 1.4957 4.5936 -6.6941 0.3063
H -0.0211 7.3933 -1.3751 0.4476
H 0.3644 4.0744 1.6810 0.3518
H 0.7472 -1.7571 -0.7922 0.5092
H 0.9488 -5.0336 -3.6016 0.2853
H -1.7561 8.8231 3.5133 0.2838
H 2.6812 -6.2648 -5.1381 0.2274
H 1.1746 -2.8287 1.8315 0.2785
H -4.9224 -1.2289 2.9536 0.3118
H -0.7157 1.0306 8.9636 0.2778
```

The value obtained for the orbital gap is 0.407 Eh. The HOMO energy is -10.491 eV. Its structure (SMILES) is CCOC(=O)OC.CCOC(=O)OC.CCOC(=O)OC.CCOC(=O)OC.CCOC(=O)OC.CCOC(=O)OC.CCOC(=O)OC.CCOC(=O)OC.CCOC(=O)OC. Its net charge is 0.

Most stable to least stable, the ends of the list are one and two.

one.
# C3H12O2S2

A 3-piece molecular cluster, C3H12O2S2 overall (the ωB97M-V functional and the def2-TZVPD basis, the Open Molecules 2025 dataset).

XYZ file:
```
19
Properties=species:S:1:pos:R:3:nbo_charge:R:1
S 0.2003 -0.0415 -1.4549 0.0681
S 0.1061 1.8030 -0.4803 0.0702
O -2.1699 -2.9704 0.4989 -0.9584
O 0.5037 -2.0588 1.1490 -0.9391
C 1.9783 -0.1286 -1.7931 -0.7451
C -0.8796 1.3871 0.9956 -0.5361
C -0.1079 1.3119 2.3098 -0.6192
H -1.2439 -2.8861 0.2360 0.4862
H 2.4371 -0.5863 -0.9261 0.2085
H 2.3933 0.8676 -1.9601 0.2331
H 1.1488 -1.3600 1.0379 0.4696
H -1.3966 0.4745 0.7017 0.2284
H -2.6339 -3.2700 -0.2854 0.4692
H 0.4886 0.4130 2.4280 0.2002
H 0.5253 2.1776 2.4080 0.2168
H -0.8815 1.3615 3.0820 0.2158
H -1.7103 2.0861 1.0925 0.2238
H -0.2657 -1.5751 1.4757 0.4737
H 2.1829 -0.6235 -2.7327 0.2342
```

The value obtained for the orbital gap is 0.325 Eh. The HOMO energy is -8.310 eV. Its structure (SMILES) is CCSSC.O.O. Its net charge is 0.

two.
# C3H12O2S2

A 3-piece molecular cluster, C3H12O2S2 overall (the ωB97M-V functional and the def2-TZVPD basis, the Open Molecules 2025 dataset).

XYZ file:
```
19
Properties=species:S:1:pos:R:3:nbo_charge:R:1
S -2.9005 -0.2629 0.1373 0.0713
S -1.9269 0.4302 -1.5421 0.0229
O 2.2003 -1.3745 -1.1361 -0.9223
O 2.6349 0.8422 3.3699 -0.9638
C -2.7313 -2.0882 -0.2643 -0.7260
C -0.1242 0.7983 -0.8980 -0.4691
C 0.0134 1.9626 0.0869 -0.6410
H 3.0127 -1.0540 -1.6120 0.4642
H 1.8851 0.8275 2.7791 0.4828
H 1.6239 -1.2693 -1.9046 0.4609
H -1.6822 -2.2618 -0.1813 0.2113
H -0.7162 2.8046 -0.0392 0.2282
H 1.0836 2.2565 0.0458 0.2145
H -0.1265 1.5377 1.0777 0.2088
H 3.4064 1.3401 3.1087 0.4816
H 0.5603 0.8461 -1.7653 0.2091
H 0.0325 -0.1344 -0.3541 0.2211
H -3.2905 -2.7870 0.3447 0.2251
H -2.9548 -2.4140 -1.2531 0.2203
```

The value obtained for the orbital gap is 0.338 Eh. The HOMO energy is -8.784 eV. Its structure (SMILES) is CCSSC.O.O. Its net charge is 0.

Most stable to least stable, the ends of the list are one and two.